The following is a DFT calculation (wB97M-V/def2-TZVPD) of an isolated molecule of C3H5Cl3NOP in a non-equilibrium geometry.

```
14
Properties=species:S:1:pos:R:3:nbo_charge:R:1
C 0.2013 -1.5033 0.5261 0.670
C 1.6284 0.4648 0.3243 -0.441
C -0.6808 0.7140 -0.1053 -0.093
N 0.3216 -0.1533 0.3201 -0.540
O -0.8908 -1.9911 0.5520 -0.564
P -2.4028 -0.2018 -0.2849 0.422
Cl 1.6581 -2.4326 0.8239 -0.002
Cl -0.9190 2.0811 1.0043 0.005
Cl -0.3300 1.2740 -1.8124 -0.050
H 2.0013 0.7296 -0.6957 0.220
H 1.5845 1.3596 0.8993 0.217
H 2.4108 -0.2230 0.8694 0.236
H -1.8701 -1.0363 -1.1843 -0.040
H -2.7125 0.9183 -1.2368 -0.040
```

calculated total energy: -53584.607 eV
energy relative to the best compared isomer or geometry (same formula, charge and spin): 0.000 eV
max |F|: 3.16 eV Å⁻¹
structure (SMILES): CN(C(=O)Cl)C(P)(Cl)Cl
HOMO level: -9.501 eV
2S+1: 1
LUMO: 0.48 eV

***

The following is a DFT calculation (wB97M-V/def2-TZVPD) of a cluster of 2 separate species, C4H12N2O4PS2 in total in a non-equilibrium geometry.

```
25
Properties=species:S:1:pos:R:3:nbo_charge:R:1
N 0.2337 -0.7230 1.9318 -0.851
C 1.2998 -0.9299 0.9215 -0.234
C 2.3189 0.2672 0.8367 -0.241
N 3.4394 0.0680 1.7546 -1.085
P 3.3154 1.0719 3.0996 1.083
S 3.9512 2.9195 2.9067 -0.813
H 0.1246 0.2707 2.1009 0.351
H -0.6268 -1.0351 1.4953 0.336
H 1.8964 -1.8127 1.2132 0.185
H 0.8985 -1.1215 -0.0997 0.145
H 2.7403 0.2011 -0.1917 0.169
H 1.8078 1.2492 0.9349 0.157
H 1.9936 1.1263 3.6518 -0.116
H 4.1178 0.4451 4.1077 -0.084
C -2.8167 -0.4846 -3.2945 -0.099
C -3.1895 -1.0215 -1.9244 -0.101
O -2.1404 -0.5821 -1.0624 -0.679
S -1.5863 0.8472 -1.5794 2.522
O -2.2213 1.8780 -0.8243 -0.889
O -0.1745 0.7581 -1.7286 -0.864
O -2.2658 0.8102 -3.0489 -0.685
H -2.0476 -1.1014 -3.7654 0.191
H -3.6766 -0.4082 -3.9567 0.203
H -3.2641 -2.1063 -1.9081 0.210
H -4.1278 -0.5861 -1.5705 0.188
```

calculated total energy: -46471.538 eV
max |F|: 3.13 eV Å⁻¹
HOMO level: -2.944 eV
2S+1: 1
LUMO: 2.05 eV
charge: -1

***

The following is a DFT calculation (wB97M-V/def2-TZVPD) of an isolated molecule of C4H8O2 in a non-equilibrium geometry.

```
14
Properties=species:S:1:pos:R:3:nbo_charge:R:1
C -1.7893 0.6055 0.1113 -0.251
O -1.2528 -0.7155 0.1012 -0.566
C 0.7497 -0.6982 -0.4366 0.039
C 1.4941 0.4986 -0.7153 -0.099
O 2.2883 -0.4204 -0.0523 -0.546
C 0.1382 -0.8676 0.8570 -0.087
H -1.0049 1.3557 0.1415 0.161
H -2.4096 0.8581 -0.7624 0.190
H -2.4241 0.7470 0.9781 0.171
H 0.5568 -1.4786 -1.1715 0.224
H 1.2417 1.4218 -0.1958 0.164
H 1.7617 0.6447 -1.7559 0.179
H 0.4055 -0.0779 1.5888 0.205
H 0.2448 -1.8732 1.3122 0.214
```

calculated total energy: -8369.187 eV
energy relative to the best compared isomer or geometry (same formula, charge and spin): 4.095 eV
max |F|: 3.95 eV Å⁻¹
structure (SMILES): COC[C@H]1CO1
HOMO level: -9.627 eV
2S+1: 1
LUMO: 1.01 eV

***

The following is a DFT calculation (wB97M-V/def2-TZVPD) of a cluster of 2 separate species, C3H13N3O2 in total in a non-equilibrium geometry.

```
21
Properties=species:S:1:pos:R:3:nbo_charge:R:1
C -1.0575 -0.6702 0.2223 -0.199
C -1.8588 0.5996 0.1090 -0.648
O -0.4453 -0.3228 -2.6150 -1.028
H -0.0234 0.1692 -3.3250 0.458
H -1.2931 -1.1913 1.1491 0.188
H -1.2258 -1.3519 -0.6068 0.244
H -1.6637 1.2794 0.9332 0.227
H -2.9118 0.3214 0.1152 0.227
H -1.6599 1.1129 -0.8289 0.232
C 1.0488 -1.2621 1.4935 -0.428
N 0.5573 -0.4187 0.3934 0.176
N 0.7954 1.0286 0.8316 -0.334
N 1.0929 1.8516 -0.2429 -0.645
O 1.2229 -0.6761 -0.7165 -0.694
H 0.3287 -0.5124 -1.9449 0.489
H 1.6401 0.9951 1.4053 0.348
H 1.6765 1.3440 -0.9184 0.369
H 0.2298 2.1264 -0.7019 0.354
H 2.1381 -1.1720 1.5377 0.224
H 0.6044 -0.9520 2.4401 0.211
H 0.8045 -2.2986 1.2700 0.230
```

calculated total energy: -11883.542 eV
energy relative to the best compared isomer or geometry (same formula, charge and spin): 4.184 eV
max |F|: 1.76 eV Å⁻¹
structure (SMILES): CC[N@@+](C)([O-])NN.O
HOMO level: -9.400 eV
2S+1: 1
LUMO: 0.83 eV

***

| no. | M (g mol⁻¹) |
| --- | --- |
| 1 | 208.412 |
| 2 | 247.258 |
| 3 | 88.106 |
| 4 | 123.156 |